Record 1
DFT (ωB97M-V/def2-TZVPD) results for a cluster of 3 separate species, C4H13NO2 in total at a distorted geometry.

Geometry (Å):
H 1.055 3.318 0.594
H -2.110 -0.159 -1.572
C 0.709 -0.112 0.077
H 1.076 0.567 -1.909
H 0.961 -1.362 1.715
H -0.156 2.672 -0.453
H 1.711 0.979 1.391
H 0.391 -2.094 0.311
H -1.766 -2.502 0.735
O -2.472 0.575 -1.069
H -1.669 1.058 -0.784
H -1.842 -3.971 0.250
N 0.483 -1.246 0.858
O -1.499 -3.390 0.960
C 0.800 2.429 0.012
C 0.910 -0.261 -1.247
H 0.004 1.212 1.633
C 0.767 1.182 0.857
H 1.106 -1.272 -1.574
H 1.542 2.379 -0.784

Computed properties:
- Energy relative to the best compared isomer or geometry (same formula, charge and spin): 75.84 kJ/mol
- LUMO level: 0.74 eV
- Orbital gap: 9.187 eV
- HOMO energy: -8.45 eV
- Multiplicity: 1

Löwdin population analysis, charges in e, atoms 1 to 8: 0.075, 0.022, -0.444, 0.044, 0.083, 0.071, 0.124, 0.071

***

Record 2
DFT (ωB97M-V/def2-TZVPD) results for a cluster of 2 separate species, C7H11NO2S in total at a distorted geometry.

Geometry (Å):
C -5.615 0.506 -0.675
C 1.423 0.237 -0.906
H 0.243 2.673 -0.679
H 3.854 -0.658 0.552
N -4.565 0.051 -0.852
H 2.310 -1.046 1.597
C 2.924 -1.214 0.603
H -1.970 1.625 1.235
C 2.140 -1.045 -0.727
H 2.848 -1.116 -1.529
C -0.172 1.845 -0.100
H -3.798 -0.531 -0.630
C 0.343 0.538 -0.208
H 2.057 0.952 -1.400
H 3.134 -2.376 0.672
C -1.222 2.150 0.673
O -0.898 -0.514 1.910
H -1.622 3.210 0.588
H -0.111 -1.916 0.341
H 1.429 -1.862 -0.760
O -1.998 -0.853 -0.191
S -0.732 -0.656 0.489

Computed properties:
- Energy relative to the best compared isomer or geometry (same formula, charge and spin): 389.81 kJ/mol
- LUMO level: -0.32 eV
- Orbital gap: 9.329 eV
- HOMO energy: -9.65 eV
- Multiplicity: 1

Löwdin population analysis, charges in e, atoms 1 to 8: -0.095, -0.063, 0.124, 0.059, 0.045, 0.111, -0.091, 0.059

***

Record 3
DFT (ωB97M-V/def2-TZVPD) results for a structure of composition C30H42MnN4OP2 at a distorted geometry.

Geometry (Å):
H -0.346 -2.769 -2.768
H 5.064 2.466 -4.147
C 0.887 -1.073 -3.412
C 3.520 2.989 -2.601
C -2.814 2.560 -3.240
H -3.602 0.857 2.440
H 4.176 -4.676 -1.329
H -2.780 0.342 -6.452
C -2.448 1.723 -2.197
H -2.419 1.907 -1.123
H 2.236 -3.272 -2.663
H 2.443 0.924 0.568
H 1.599 2.463 -6.772
C -0.499 -1.746 -3.143
H 0.563 -1.218 -8.546
H -1.682 3.172 -9.335
H -0.006 0.193 -9.382
Mn -0.168 1.054 -0.676
H -1.434 -0.150 4.208
H -2.186 -2.511 0.474
H -3.742 -0.638 1.480
C 0.895 0.565 -7.411
H 3.607 -0.736 0.437
H 1.580 -1.793 -3.866
C 0.953 1.902 -7.450
H -1.434 1.468 3.505
C -1.718 -0.131 2.070
H -1.328 -1.390 -7.154
C 4.305 -2.803 -0.089
H -2.708 2.625 -7.360
H -4.543 -3.918 0.507
H 5.049 -3.045 0.656
C -1.104 0.442 3.341
H -1.073 -1.827 -4.083
H -0.019 0.436 3.308
P 1.620 -0.400 -1.888
C -2.868 1.792 -4.436
H -1.414 -1.196 2.083
H 3.657 4.058 -2.469
H 1.004 1.426 1.518
P -1.473 -0.892 -1.868
C 2.867 -2.965 -1.846
C -2.033 1.844 -7.729
C -1.183 2.295 -8.898
H -3.051 2.165 -5.432
H -1.150 1.566 -9.724
N -2.303 0.410 -2.720
H -1.944 -0.987 -8.736
C 3.751 0.852 -3.348
N 2.725 -1.686 -1.301
H 1.148 -0.272 0.955
C -4.861 -2.929 -1.487
C -3.223 -0.160 2.307
C -2.982 -2.555 -0.259
H -3.454 -0.723 3.223
C 4.260 2.141 -3.490
H 0.208 3.767 -8.176
N 2.706 0.883 -2.417
C 2.581 2.204 -1.954
C -4.048 -2.055 -2.193
C -2.090 0.593 -7.263
C -1.377 -0.571 -7.883
N -2.873 -1.837 -1.460
H 1.870 2.465 -1.178
C 1.364 0.763 0.705
H 0.800 -0.228 -4.116
H 0.835 2.772 -9.463
H 1.528 -0.021 -6.728
C 3.597 -1.608 -0.205
H 4.036 -0.080 -3.810
C 0.053 -0.262 -8.376
C -2.567 0.475 -4.086
O -1.367 0.499 0.899
H -5.823 -3.309 -1.792
H -2.507 -0.412 -4.694
C 0.256 2.726 -8.522
C 3.840 -3.665 -1.141
C -4.181 -3.253 -0.262
H -3.002 3.632 -3.195
H -4.202 -1.560 -3.140

Computed properties:
- Energy relative to the best compared isomer or geometry (same formula, charge and spin): 0.00 kJ/mol
- ⟨S²⟩: 8.775
- LUMO level (spin up / spin down): -0.12 / -0.23 eV
- Orbital gap (spin up / spin down): 6.360 / 7.542 eV
- HOMO energy (spin up / spin down): -6.48 / -7.78 eV
- Multiplicity: 6

Löwdin population analysis, charges in e, atoms 1 to 8: 0.090, 0.095, -0.367, -0.090, -0.069, 0.077, 0.091, 0.066

***

Record 4
DFT (ωB97M-V/def2-TZVPD) results for a structure of composition C12H32Cl2LuP2 at a distorted geometry.

Geometry (Å):
H -1.178 -0.739 7.559
H -0.007 1.730 2.886
H -2.492 0.695 -3.616
H 1.494 -0.217 7.158
C -1.028 -0.869 -3.116
H -1.367 -2.634 -1.886
H -0.590 -0.677 -4.106
H 0.990 1.513 -4.653
H 1.129 2.065 -2.312
H 2.249 -0.391 5.561
H 0.672 1.898 4.951
H 3.377 -1.836 -2.013
C 1.752 -0.563 -2.624
H -0.832 2.527 -0.868
Cl 1.777 0.129 1.651
H 1.547 -1.823 6.349
H -2.841 -0.219 -2.095
C -0.926 2.559 -1.957
H -0.808 1.736 2.873
C 1.802 -0.984 -4.097
H -1.518 -2.040 6.379
Cl -2.669 0.342 1.794
H -0.802 1.269 -4.572
C -2.442 -0.283 -3.117
C 2.334 -1.668 -1.734
H 2.847 -1.175 -4.376
C -1.072 -2.383 -2.915
H 1.448 -0.214 -4.793
H 1.250 -1.918 -4.265
C 0.057 1.822 -4.168
P 0.086 -0.040 -1.854
P -0.148 -0.311 5.310
C 0.139 1.700 -2.638
H -2.418 -0.528 6.278
H 2.298 -1.389 -0.679
H 2.378 0.339 -2.494
C 1.420 -0.740 6.191
H -0.807 3.596 -2.286
H -0.129 -2.883 -3.175
H -0.819 2.031 5.923
H -3.065 -0.945 -3.734
C -1.419 -0.948 6.493
H 0.715 1.456 6.692
C 0.098 1.448 5.771
Lu -0.439 -0.160 2.518
H 1.796 -2.610 -1.875
H -1.814 -2.780 -3.625
H -0.089 2.874 -4.450
H -1.935 2.238 -2.239

Computed properties:
- Net charge: -1
- LUMO level (spin up / spin down): 2.80 / 2.81 eV
- Orbital gap (spin up / spin down): 3.143 / 3.039 eV
- HOMO energy (spin up / spin down): -0.34 / -0.23 eV
- Multiplicity: 1

Löwdin population analysis, charges in e, atoms 1 to 8: 0.034, -0.052, 0.052, 0.019, -0.606, 0.081, 0.071, 0.054

***

Record 5
DFT (ωB97M-V/def2-TZVPD) results for a structure of composition C11H28N2O13SV at a distorted geometry.

Geometry (Å):
S -2.503 -2.186 -0.690
H -2.256 -5.188 1.455
H -0.878 -3.240 1.236
H 1.023 -0.678 -4.932
H 1.769 -0.164 -3.552
H 4.068 0.219 -2.183
H -3.203 -4.385 2.732
O 0.398 -0.288 2.409
C -2.237 -4.419 2.228
H 2.104 3.972 1.006
C 0.919 0.103 -4.180
H 5.443 0.166 -1.066
H -1.890 -4.379 -1.656
C -2.581 3.517 1.685
O 1.033 6.152 1.613
O -1.783 -0.961 -0.322
C 1.455 -0.228 3.292
H 3.811 0.873 -0.536
H -0.376 -0.241 2.975
O 0.909 -1.094 -0.317
H -2.093 4.399 2.099
C -1.739 -0.052 -4.052
H -1.093 -3.118 -2.580
H -0.477 -3.527 -0.991
O -1.263 3.321 -0.274
H 2.252 3.442 2.691
O -2.921 -2.951 0.715
O 1.557 5.610 3.601
H -2.023 0.950 -4.373
H 1.304 -1.015 4.031
H -1.852 -2.351 2.414
N 1.323 5.332 2.437
C 4.355 0.142 -1.134
H -1.631 -0.692 -4.928
C 1.620 3.977 1.983
H 1.616 0.733 3.780
C -1.391 -3.413 -1.574
H 1.005 1.093 -4.627
C -1.886 -3.107 1.629
O -0.316 0.992 -2.322
H -0.216 -0.983 -2.863
N 4.037 -1.218 -0.645
C -1.763 2.728 0.719
H -2.928 2.890 2.506
O -1.348 1.588 0.993
V 0.108 0.328 -0.089
H -1.427 -4.752 2.877
H 2.347 -0.449 2.705
H -3.526 3.795 1.220
O 1.374 1.367 0.022
O 3.469 -1.912 -1.422
H 0.694 3.407 1.915
H -2.487 -0.545 -3.431
C -0.347 0.015 -3.282
O -3.736 -2.084 -1.501
O 4.179 -1.492 0.555

Computed properties:
- ⟨S²⟩: 0.757
- Net charge: -2
- LUMO level (spin up / spin down): 4.23 / 4.23 eV
- Orbital gap (spin up / spin down): 3.652 / 4.966 eV
- HOMO energy (spin up / spin down): 0.58 / -0.74 eV
- Multiplicity: 2

Löwdin population analysis, charges in e, atoms 1 to 8: 0.731, 0.077, 0.122, 0.040, 0.049, 0.090, 0.079, -0.149

***

Record 6
DFT (ωB97M-V/def2-TZVPD) results for a structure of composition C7H15INOS at a distorted geometry.

Geometry (Å):
H 1.129 0.208 -0.156
H -1.002 3.455 -0.361
C -0.365 -1.647 0.999
H -2.167 -2.789 1.119
C 2.034 -1.510 2.389
H -0.969 -0.228 -2.202
O -0.726 2.433 -1.963
C -1.749 -1.873 0.713
C -0.362 2.552 -0.566
H 1.921 -2.637 2.279
S 0.279 -0.975 2.411
H -1.754 0.827 0.313
H 0.223 1.237 -3.537
C -0.711 1.312 0.286
N 0.130 0.244 -0.304
I 0.783 -2.982 -0.111
H -0.455 1.713 1.328
H 2.441 -0.862 1.724
H 1.334 1.719 -2.322
H -2.326 -1.048 1.310
H 0.770 2.831 -0.397
C 0.064 0.104 -1.740
H 0.780 -0.663 -1.894
C 0.203 1.470 -2.456
H 2.418 -1.204 3.443
H -1.922 -1.685 -0.303

Computed properties:
- Net charge: +1
- LUMO level: -4.80 eV
- Orbital gap: 7.815 eV
- HOMO energy: -12.62 eV
- Multiplicity: 1

Löwdin population analysis, charges in e, atoms 1 to 8: 0.112, 0.145, -1.055, 0.109, -0.366, 0.169, -0.100, -0.227

***

Number 1: M 107.153 g/mol, electronic energy -9943.411 eV. Number 2: M 173.237 g/mol, electronic energy -23852.878 eV. Number 3: M 591.579 g/mol, electronic energy -89692.301 eV. Number 4: M 484.209 g/mol, electronic energy -90206.281 eV. Number 5: M 479.357 g/mol, electronic energy -77974.479 eV. Number 6: M 288.174 g/mol, electronic energy -29965.327 eV.